(1)
This record from OMol25 describes a molecular structure, C32H28BF5N7RuS. The level of theory is ωB97M-V with the def2-TZVPD basis set.

Properties
- HOMO energy (alpha / beta): -5.86 / -8.53 eV
- Spin multiplicity: 6

Last column: Mulliken charge in e.
Geometry (Å):
Ru 0.976 -1.386 0.603  -0.1390
B 1.564 -4.245 2.858  0.2151
N 0.099 -3.804 2.589  -0.5421
C -0.934 -4.376 3.216  -0.1402
C -2.036 -3.543 3.118  -1.2588
C -1.572 -2.456 2.390  -0.4294
N -0.280 -2.619 2.072  0.7553
N 2.515 -3.984 1.664  -0.1587
C 3.615 -4.725 1.460  -0.2774
C 4.574 -3.942 0.848  -1.3393
C 3.963 -2.696 0.713  -0.3320
N 2.718 -2.734 1.191  0.5101
H 1.566 -5.418 3.106  -0.1722
H 1.966 -3.568 3.787  -0.1898
H -0.812 -5.325 3.709  0.4408
H -3.024 -3.698 3.515  0.3997
H -2.111 -1.570 2.107  0.5040
H 3.657 -5.754 1.775  0.4325
H 5.568 -4.221 0.547  0.4173
H 4.375 -1.791 0.305  0.6994
N 1.993 -0.251 2.503  -0.2033
C 2.841 0.785 2.003  0.2104
C 4.157 0.906 2.426  -0.6016
C 4.951 1.931 1.933  -0.6726
C 4.439 2.847 1.029  -0.5933
C 3.132 2.708 0.582  -0.6970
C 2.338 1.680 1.060  0.8367
H 2.492 -0.924 3.071  0.2748
H 1.189 0.097 3.007  0.1960
H 4.564 0.195 3.136  0.3823
H 5.978 2.014 2.266  0.3907
H 5.054 3.660 0.668  0.3991
H 2.735 3.399 -0.152  0.3876
H 1.330 1.540 0.689  -0.1062
C 1.401 -0.679 -1.495  -1.2892
C 0.666 0.268 -1.966  0.3254
C -0.214 1.186 -2.481  0.8192
C -0.286 2.519 -1.991  -0.0860
C -1.181 3.415 -2.529  -0.7869
C -2.028 3.038 -3.572  -0.4783
C -1.967 1.737 -4.070  -0.8007
C -1.093 0.817 -3.539  -0.3487
H 0.379 2.814 -1.188  0.3806
H -1.229 4.426 -2.144  0.4475
H -2.721 3.755 -3.991  0.4934
H -2.610 1.453 -4.894  0.3997
H -1.037 -0.190 -3.932  0.5093
S -5.417 0.485 0.648  -0.1155
C -3.666 0.217 0.492  -0.1343
C -2.760 0.943 1.255  -1.0642
C -1.408 0.743 1.066  -0.5427
N -0.902 -0.139 0.189  1.7809
C -1.789 -0.840 -0.539  -0.2730
C -3.153 -0.697 -0.428  -0.8997
C -5.457 2.029 -0.269  0.3249
C -5.624 1.997 -1.646  -0.0730
C -5.587 3.202 -2.334  -0.4960
N -5.399 4.378 -1.746  -0.5842
C -5.249 4.391 -0.426  -0.5222
C -5.275 3.249 0.363  -0.1252
H -3.112 1.669 1.975  0.3736
H -0.687 1.335 1.618  0.3206
H -1.359 -1.519 -1.267  0.4193
H -3.822 -1.268 -1.056  0.5240
H -5.772 1.059 -2.161  0.3968
H -5.717 3.222 -3.411  0.4105
H -5.104 5.366 0.027  0.3727
H -5.162 3.311 1.437  0.4409
F 2.912 -2.394 -2.080  -0.3480
C 2.698 -1.055 -2.151  1.2005
F 3.763 -0.449 -1.544  -0.3326
C 2.818 -0.708 -3.654  0.5351
F 4.014 -1.073 -4.134  -0.2738
F 2.681 0.606 -3.867  -0.2431
F 1.875 -1.352 -4.356  -0.2567


(2)
This record from OMol25 describes a gas-phase ion, C5H4N3O2S (charge -1). The level of theory is ωB97M-V with the def2-TZVPD basis set.

Properties
- Structure (SMILES): C=C(Sc1ncn[nH]1)C(=O)[O-]
- Charge: -1
- HOMO energy: -4.92 eV
- Spin multiplicity: 1

Last column: natural (NBO) charge in e.
Geometry (Å):
C -3.042 0.027 0.455  0.1313
C -1.064 -0.619 0.420  0.2190
C 2.671 -0.892 -0.597  -0.3993
C 1.503 -0.511 -0.127  -0.3066
C 1.285 1.025 0.232  0.7143
N -2.198 -0.820 1.064  -0.5224
N -2.544 0.762 -0.478  -0.2952
N -1.228 0.352 -0.587  -0.4281
O 1.587 1.835 -0.652  -0.7499
O 0.803 1.212 1.362  -0.7331
S 0.376 -1.531 0.700  0.3466
H -3.978 0.242 0.760  0.1714
H 3.014 -2.010 -0.699  0.1748
H 3.303 -0.168 -1.072  0.2174
H -0.489 1.096 -0.783  0.4598


(3)
This record from OMol25 describes a molecular structure, C58H45ClF4O2P2PdS. The level of theory is ωB97M-V with the def2-TZVPD basis set.

Properties
- HOMO energy: -5.19 eV
- Spin multiplicity: 1

Last column: Mulliken charge in e.
Geometry (Å):
Cl -4.899 -3.491 -0.252  -0.2490
C -6.434 -3.060 -0.745  -0.4587
S -7.720 -3.604 0.317  1.1271
C -9.308 -3.744 -0.590  0.1208
C -10.014 -2.588 -0.935  -0.3605
C -11.298 -2.694 -1.490  -0.4872
C -11.868 -3.949 -1.716  -0.3970
C -11.162 -5.100 -1.357  -0.4461
C -9.872 -5.004 -0.817  -0.3442
O -7.469 -4.963 0.750  -0.6955
O -7.968 -2.547 1.276  -0.6228
H -6.620 -3.014 -1.816  0.4431
H -9.572 -1.610 -0.743  0.3558
H -11.856 -1.788 -1.727  0.3426
H -12.860 -4.032 -2.162  0.3568
H -11.616 -6.082 -1.484  0.3422
H -9.319 -5.901 -0.536  0.4114
F 0.987 4.171 5.188  -0.3933
C 0.979 4.033 3.817  0.1880
C 1.736 4.950 3.084  -0.8918
C 1.751 4.756 1.699  0.3495
F 2.515 5.610 0.930  -0.3690
C 0.979 3.785 1.071  -0.1142
C 0.224 2.871 1.838  1.4006
C -0.427 1.761 1.094  0.5083
C -1.432 0.857 1.633  -0.3910
C -2.487 0.248 0.968  -1.3839
C -2.861 0.551 -0.381  0.2579
C -3.402 -0.406 -1.298  0.1640
C -3.780 -0.004 -2.577  0.1144
F -4.218 -0.967 -3.478  -0.4071
C -3.725 1.316 -3.032  -0.6682
C -3.161 2.210 -2.136  0.4668
F -2.989 3.520 -2.558  -0.4290
C -2.779 1.884 -0.843  -0.5531
Pd 1.431 0.733 0.509  0.6829
P 2.889 -0.219 1.930  1.3530
C 2.075 -0.134 3.547  0.7813
C 0.978 -0.972 3.806  -0.4856
C 0.331 -0.905 5.039  -0.7084
C 0.762 0.011 6.001  -0.6058
C 1.821 0.875 5.724  -0.5097
C 2.472 0.819 4.494  -0.6280
C 3.242 -1.979 1.715  -0.2877
C 3.548 -2.810 2.810  -0.4772
C 3.836 -4.157 2.584  -0.6168
C 3.770 -4.684 1.290  -0.6786
C 3.480 -3.856 0.202  -0.9239
C 3.231 -2.502 0.412  -0.2095
C 4.476 0.644 2.038  0.5569
C 5.688 -0.060 2.177  -0.5523
C 6.896 0.638 2.230  -0.6823
C 6.913 2.035 2.123  -0.6999
C 5.713 2.739 1.973  -0.3695
C 4.500 2.048 1.954  -0.5681
P 1.897 0.743 -1.701  1.1716
C 1.773 2.433 -2.341  0.9519
C 2.919 3.210 -2.584  -0.9237
C 2.778 4.558 -2.919  -0.5656
C 1.512 5.129 -3.060  -0.9173
C 0.371 4.353 -2.855  -0.3533
C 0.497 3.005 -2.514  -0.5264
C 3.522 0.042 -2.078  0.0242
C 3.676 -0.956 -3.061  -0.3599
C 4.905 -1.599 -3.206  -0.6754
C 5.988 -1.246 -2.394  -0.7842
C 5.882 -0.151 -1.532  -0.8993
C 4.651 0.481 -1.359  0.0231
C 0.684 -0.185 -2.671  0.6190
C 0.348 0.191 -3.987  -0.2138
C -0.495 -0.623 -4.740  -1.0671
C -1.027 -1.787 -4.185  -0.5302
C -0.694 -2.162 -2.884  -0.7609
C 0.149 -1.359 -2.118  -0.4551
C 0.199 3.029 3.238  -0.5022
H 2.297 5.760 3.563  0.4854
H 0.976 3.704 -0.018  0.1709
H -0.560 2.101 0.069  -0.5198
H -1.250 0.578 2.674  0.2451
H -3.022 -0.543 1.483  0.5592
H -3.523 -1.448 -0.996  0.3184
H -3.955 1.590 -4.055  0.5020
H -2.463 2.673 -0.169  0.7902
H 0.655 -1.685 3.045  0.5420
H -0.510 -1.569 5.234  0.4478
H 0.262 0.056 6.966  0.3647
H 2.143 1.608 6.462  0.4381
H 3.300 1.494 4.273  0.3475
H 3.567 -2.408 3.826  0.4613
H 4.110 -4.797 3.423  0.4217
H 3.940 -5.745 1.122  0.3993
H 3.454 -4.243 -0.818  0.4548
H 3.024 -1.830 -0.428  0.3949
H 5.691 -1.147 2.275  0.3461
H 7.839 0.096 2.345  0.3991
H 7.857 2.583 2.148  0.3782
H 5.698 3.829 1.885  0.4793
H 3.557 2.594 1.868  0.0646
H 3.906 2.746 -2.552  0.4038
H 3.667 5.169 -3.068  0.4241
H 1.404 6.179 -3.329  0.3762
H -0.625 4.785 -2.958  0.4929
H -0.396 2.378 -2.430  0.1299
H 2.848 -1.201 -3.729  0.3714
H 5.022 -2.379 -3.960  0.4305
H 6.920 -1.811 -2.444  0.3996
H 6.759 0.219 -0.994  0.4105
H 4.565 1.318 -0.658  0.5375
H 0.757 1.104 -4.427  0.4479
H -0.729 -0.348 -5.767  0.4235
H -1.716 -2.402 -4.763  0.4067
H -1.090 -3.083 -2.453  0.4515
H 0.391 -1.634 -1.089  0.3755
H -0.409 2.362 3.844  0.5140


(4)
This record from OMol25 describes a gas-phase ion, C2H5N3S (charge +2). The level of theory is ωB97M-V with the def2-TZVPD basis set.

Properties
- Structure (SMILES): [H]/N=C/[NH+]=C\[NH+]=S
- Charge: +2
- HOMO energy (alpha / beta): -20.33 / -20.04 eV
- Spin multiplicity: 1

Last column: natural (NBO) charge in e.
Geometry (Å):
C -0.009 -1.133 -0.012  0.4429
C -1.003 1.123 -0.026  0.2892
N 1.390 -1.025 0.028  -0.7576
N -0.933 -0.256 -0.051  -0.4683
N 0.080 1.750 -0.005  -0.4926
S 2.421 0.230 0.041  0.9714
H -0.173 -2.243 0.000  0.2951
H -2.086 1.461 0.281  0.2891
H 1.888 -2.010 -0.078  0.5110
H -1.819 -0.635 -0.121  0.4667
H 0.244 2.738 -0.057  0.4531